Record 1
{"formula": "C33H66O33", "method": "ωB97M-V/def2-TZVPD", "symbols": ["C", "O", "C", "O", "O", "C", "H", "H", "H", "H", "H", "H", "C", "O", "C", "O", "O", "C", "H", "H", "H", "H", "H", "H", "C", "O", "C", "O", "O", "C", "H", "H", "H", "H", "H", "H", "C", "O", "C", "O", "O", "C", "H", "H", "H", "H", "H", "H", "C", "O", "C", "O", "O", "C", "H", "H", "H", "H", "H", "H", "C", "O", "C", "O", "O", "C", "H", "H", "H", "H", "H", "H", "C", "O", "C", "O", "O", "C", "H", "H", "H", "H", "H", "H", "C", "O", "C", "O", "O", "C", "H", "H", "H", "H", "H", "H", "C", "O", "C", "O", "O", "C", "H", "H", "H", "H", "H", "H", "C", "O", "C", "O", "O", "C", "H", "H", "H", "H", "H", "H", "C", "O", "C", "O", "O", "C", "H", "H", "H", "H", "H", "H"], "coordinates": [[-26.5268, -28.6241, 10.3090], [-27.8012, -28.2402, 10.8647], [-28.4169, -27.2368, 10.2475], [-28.0581, -26.6893, 9.2389], [-29.4844, -26.9145, 10.9621], [-30.3681, -25.9648, 10.3568], [-26.5209, -28.5281, 9.2284], [-26.3290, -29.6300, 10.6573], [-25.7785, -27.9472, 10.7285], [-31.3250, -25.9772, 10.8583], [-30.4795, -26.0776, 9.2813], [-29.8682, -25.0055, 10.5321], [-40.9087, -16.3454, 10.9006], [-40.3654, -17.5554, 10.3648], [-39.2663, -18.0305, 10.9324], [-38.6593, -17.5079, 11.8340], [-38.9149, -19.1479, 10.3144], [-37.8789, -19.8865, 10.9391], [-41.6704, -16.6142, 11.6345], [-41.4259, -15.8583, 10.0784], [-40.1366, -15.7198, 11.3342], [-38.2494, -20.4557, 11.7924], [-37.0994, -19.2165, 11.3034], [-37.4699, -20.5673, 10.1987], [-33.3175, -27.7650, 17.5902], [-33.4279, -29.1667, 17.8285], [-34.2381, -29.5450, 18.8087], [-34.9331, -28.8200, 19.4714], [-34.1953, -30.8675, 18.8916], [-34.8423, -31.4902, 19.9949], [-33.6616, -27.5578, 16.5813], [-32.2800, -27.4798, 17.7512], [-33.9310, -27.1825, 18.2752], [-35.0112, -32.5314, 19.7464], [-35.8059, -31.0082, 20.1727], [-34.2489, -31.3873, 20.9021], [-37.4602, -24.7051, 9.8326], [-38.0528, -23.8213, 8.8720], [-39.1460, -23.1503, 9.2463], [-39.6461, -23.1368, 10.3313], [-39.6075, -22.3701, 8.2657], [-38.9739, -22.3114, 6.9912], [-38.2035, -25.0769, 10.5360], [-36.7056, -24.1469, 10.3853], [-37.0208, -25.5278, 9.2782], [-39.3742, -23.0951, 6.3475], [-37.8929, -22.3406, 7.0727], [-39.2778, -21.3621, 6.5536], [-43.4641, -26.0099, 15.8483], [-42.3969, -25.1601, 15.4716], [-41.2700, -25.2970, 16.1750], [-41.0789, -26.0801, 17.0636], [-40.3790, -24.4432, 15.6816], [-39.1087, -24.4884, 16.2598], [-44.4137, -25.5170, 15.6376], [-43.4553, -26.2939, 16.8960], [-43.4616, -26.8989, 15.2121], [-38.3423, -23.9682, 15.6929], [-38.7040, -25.4958, 16.3876], [-39.0924, -24.0512, 17.2637], [-37.5041, -17.6859, 15.0824], [-36.2345, -17.8383, 14.4672], [-35.7957, -19.0789, 14.2772], [-36.4199, -20.0885, 14.4847], [-34.5534, -19.0080, 13.8107], [-34.0530, -20.1238, 13.0662], [-37.9698, -18.5984, 15.4384], [-38.2029, -17.3706, 14.2966], [-37.4334, -16.8875, 15.8121], [-34.4630, -20.0342, 12.0608], [-34.2948, -21.0857, 13.5177], [-32.9705, -20.0361, 13.0624], [-37.2342, -28.2922, 12.5720], [-37.4498, -28.9955, 13.7827], [-36.3951, -29.4797, 14.4235], [-35.2466, -29.1801, 14.2627], [-36.8491, -30.3205, 15.3508], [-35.8854, -31.0533, 16.0856], [-38.0775, -27.6383, 12.3711], [-37.1628, -28.9662, 11.7116], [-36.3095, -27.7207, 12.6162], [-34.9317, -30.5573, 16.2502], [-35.7051, -32.0222, 15.6186], [-36.2929, -31.2414, 17.0785], [-31.7374, -23.1808, 12.9086], [-30.6337, -22.4937, 13.4921], [-30.4640, -22.7172, 14.7901], [-31.2771, -23.1730, 15.5460], [-29.2293, -22.3307, 15.1184], [-28.8968, -22.4168, 16.4823], [-31.7025, -22.8935, 11.8611], [-32.6735, -22.8891, 13.3820], [-31.6569, -24.2668, 12.9678], [-29.1934, -21.5184, 17.0270], [-27.8129, -22.4860, 16.5874], [-29.2991, -23.2967, 16.9811], [-33.0618, -28.2371, 11.2812], [-33.4204, -27.6781, 10.0238], [-34.3308, -28.2659, 9.2599], [-34.8535, -29.3226, 9.4951], [-34.5443, -27.5127, 8.1918], [-35.4069, -28.0317, 7.1817], [-33.8427, -28.1209, 12.0354], [-32.1548, -27.7214, 11.5691], [-32.8837, -29.3109, 11.2052], [-36.4082, -28.2035, 7.5645], [-35.0296, -28.9858, 6.8047], [-35.3035, -27.3147, 6.3746], [-40.2135, -20.8609, 14.6662], [-40.7438, -21.8380, 13.7652], [-42.0267, -22.1228, 13.9576], [-42.7733, -21.5912, 14.7363], [-42.3637, -23.0902, 13.1145], [-43.7059, -23.5203, 13.1775], [-39.1400, -21.0220, 14.6757], [-40.6601, -20.9016, 15.6567], [-40.4208, -19.8616, 14.2747], [-44.3953, -22.7745, 12.7637], [-44.0441, -23.7504, 14.1815], [-43.7901, -24.3638, 12.4963], [-33.9156, -25.9614, 14.0080], [-35.2904, -25.8032, 13.6895], [-35.7454, -24.5734, 13.5410], [-35.0884, -23.5636, 13.6059], [-37.0315, -24.6545, 13.2430], [-37.7369, -23.4430, 13.0068], [-33.5342, -25.1746, 14.6609], [-33.3803, -25.8727, 13.0604], [-33.7896, -26.9336, 14.4674], [-37.1001, -22.7380, 12.4646], [-37.8947, -22.8897, 13.9422], [-38.7197, -23.5951, 12.5812]], "forces_ev_per_angstrom": [[0.0, 0.6, 0.4], [0.2, -0.3, -0.1], [0.3, 0.1, 0.0], [0.0, 0.0, -0.2], [-1.0, -0.7, 0.1], [1.1, 1.2, 0.1], [-0.1, -0.2, 0.0], [-0.1, -0.1, -0.1], [0.1, -0.1, -0.1], [0.0, -0.3, 0.1], [0.0, -0.4, 0.1], [-0.5, 0.2, -0.2], [-0.4, -0.3, 0.0], [-0.1, -0.1, -0.3], [0.2, 0.4, 0.2], [-0.1, -0.1, 0.2], [-0.4, -0.2, -0.3], [0.6, -0.1, 0.4], [0.2, 0.1, 0.2], [0.2, 0.1, -0.1], [0.0, 0.0, 0.0], [-0.2, 0.0, -0.1], [0.0, 0.0, -0.1], [-0.1, 0.0, -0.1], [-0.1, 0.5, 0.2], [0.2, -0.2, -0.1], [-0.6, 0.3, 0.2], [0.1, -0.1, 0.2], [0.6, -0.6, -0.3], [-0.7, 0.6, 0.3], [0.2, -0.1, -0.1], [0.0, 0.0, -0.3], [-0.1, -0.2, 0.1], [0.2, 0.0, -0.1], [0.0, 0.0, 0.0], [0.1, -0.1, -0.1], [-0.2, 0.2, 0.3], [0.0, -0.5, -0.2], [0.2, 0.8, -0.2], [-0.1, -0.4, 0.3], [-0.2, 0.0, 0.2], [-0.3, 0.2, -0.3], [0.0, 0.0, -0.1], [0.1, -0.1, 0.0], [0.1, 0.0, -0.1], [0.3, -0.2, 0.1], [0.0, -0.2, -0.1], [0.0, 0.0, 0.1], [-0.8, -0.6, -0.3], [0.1, 0.4, 0.2], [0.0, -0.4, -0.1], [0.0, 0.0, 0.2], [-0.3, 0.4, -0.7], [1.7, -0.4, 1.5], [0.2, 0.4, 0.0], [0.3, 0.0, 0.0], [0.2, -0.1, 0.2], [-0.6, 0.3, -0.5], [-0.5, -0.2, -0.2], [-0.3, 0.0, -0.1], [-1.3, 0.5, -1.0], [0.5, -0.2, 0.3], [-0.2, -0.2, -0.1], [-0.1, -0.1, -0.1], [0.3, 0.3, 0.0], [-0.1, -0.2, 0.2], [0.6, -0.2, 0.5], [0.2, 0.2, 0.1], [0.1, -0.2, 0.3], [0.1, -0.3, -0.1], [-0.4, 0.1, 0.0], [0.0, 0.2, -0.1], [0.6, 0.2, -0.9], [-0.6, -0.2, -0.1], [-0.4, 0.1, 0.5], [0.7, 0.1, -0.5], [-0.1, 0.0, -0.1], [0.4, -0.6, 0.8], [-0.1, 0.1, 0.5], [0.0, -0.3, 0.3], [-0.1, 0.1, 0.1], [-0.1, 0.3, -0.4], [0.0, 0.1, -0.2], [-0.3, 0.1, -0.1], [-0.5, 0.2, -0.3], [0.3, -0.4, -0.1], [0.2, 0.2, 0.3], [-0.2, -0.3, 0.0], [0.0, 0.0, -0.5], [0.6, 0.0, 1.2], [-0.2, 0.0, 0.0], [0.0, 0.0, -0.1], [0.3, 0.0, 0.2], [-0.3, -0.1, -0.1], [0.0, 0.1, -0.5], [-0.3, 0.0, -0.2], [-0.3, -0.8, 0.2], [0.2, 1.0, -0.3], [0.0, -0.7, 0.4], [-0.3, -0.2, 0.0], [0.3, 0.5, 0.0], [0.6, -0.6, -0.2], [-0.1, 0.2, -0.2], [0.0, -0.1, 0.1], [0.1, 0.1, -0.2], [-0.1, 0.3, -0.1], [0.0, 0.0, 0.2], [-0.5, 0.1, 0.0], [0.0, 0.5, -0.3], [0.1, 0.0, 0.4], [-0.3, -0.1, -0.2], [0.0, 0.1, 0.2], [0.3, -0.1, -0.1], [-1.0, 0.2, -0.7], [0.1, 0.0, 0.2], [0.1, -0.4, 0.0], [0.1, 0.0, -0.1], [0.3, 0.2, 0.2], [0.2, -0.1, 0.1], [0.2, -0.3, 0.3], [0.5, 0.6, -0.4], [-0.4, -0.6, 0.5], [0.2, 0.6, -0.4], [0.0, 0.0, 0.1], [-0.7, -0.5, -0.1], [0.5, 1.7, 0.9], [-0.3, 0.0, 0.1], [0.3, -0.3, 0.1], [-0.1, -0.2, -0.2], [-0.2, -0.3, -0.5], [0.0, -0.4, 0.1], [0.2, -0.5, -0.4]], "smiles": "COC(=O)OC.COC(=O)OC.COC(=O)OC.COC(=O)OC.COC(=O)OC.COC(=O)OC.COC(=O)OC.COC(=O)OC.COC(=O)OC.COC(=O)OC.COC(=O)OC", "homo_lumo_gap_ha": 0.399, "e_homo_ev": -10.513, "charge": 0}

Record 2
{"formula": "C13H9AuCl5N3", "method": "ωB97M-V/def2-TZVPD", "symbols": ["Au", "Cl", "C", "C", "C", "Cl", "C", "Cl", "C", "Cl", "C", "Cl", "N", "C", "C", "C", "N", "C", "C", "H", "H", "H", "H", "H", "H", "C", "C", "N", "H", "H", "H"], "coordinates": [[0.1082, -0.0164, 0.0581], [2.4400, 0.4273, 0.1736], [1.7434, 2.0617, 0.0681], [0.3790, 1.9683, -0.0310], [-0.3691, 3.1189, -0.1771], [-2.0695, 3.0865, -0.3719], [0.3218, 4.3459, -0.1815], [-0.5573, 5.7945, -0.3439], [1.7209, 4.4023, -0.0594], [2.5290, 5.8955, -0.0670], [2.4716, 3.2249, 0.0619], [4.1657, 3.1878, 0.1923], [-6.0045, -0.0379, -0.0087], [-4.6753, -0.0320, 0.0081], [-3.9196, -0.1960, -1.1782], [-2.5602, -0.1868, -1.1244], [-1.8924, -0.0257, 0.0423], [-2.5899, 0.1506, 1.1889], [-3.9501, 0.1401, 1.2110], [-6.5186, -0.1487, -0.8671], [-6.5405, 0.0866, 0.8344], [-4.4077, -0.3279, -2.1339], [-1.9666, -0.3053, -2.0203], [-2.0187, 0.3009, 2.0945], [-4.4615, 0.2766, 2.1538], [0.4258, -4.7255, 0.0151], [0.2784, -3.2840, 0.0254], [0.1602, -2.1457, 0.0321], [0.8138, -5.0525, 0.9797], [1.1202, -5.0087, -0.7757], [-0.5453, -5.1856, -0.1656]], "forces_ev_per_angstrom": [[-0.2, -0.1, -0.1], [0.1, 0.0, 0.0], [0.0, 0.2, 0.0], [0.1, -0.1, 0.1], [0.0, 0.0, 0.0], [0.0, 0.0, 0.0], [0.0, 0.0, 0.0], [0.0, 0.0, 0.0], [-0.1, 0.0, 0.0], [0.0, 0.0, 0.0], [0.0, -0.1, 0.0], [0.0, 0.0, 0.0], [0.0, 0.0, 0.0], [0.0, 0.0, 0.0], [0.0, 0.0, 0.0], [0.0, 0.0, 0.0], [-0.1, 0.0, -0.1], [0.1, 0.0, 0.0], [0.0, 0.0, 0.0], [0.0, 0.0, 0.0], [0.0, 0.0, 0.0], [0.0, 0.0, 0.0], [0.0, 0.0, 0.0], [0.0, 0.0, 0.0], [0.0, 0.0, 0.0], [0.0, 0.0, 0.0], [0.0, 0.0, 0.0], [0.0, 0.0, 0.1], [0.0, 0.0, 0.0], [0.0, 0.0, 0.0], [0.0, 0.0, 0.0]], "homo_lumo_gap_ha": 0.250, "e_homo_ev": -15.085, "charge": 2}

Record 3
{"formula": "C6H8KN2O4S", "method": "ωB97M-V/def2-TZVPD", "symbols": ["K", "S", "O", "O", "O", "O", "C", "C", "N", "H", "H", "H", "N", "C", "C", "C", "C", "H", "H", "H", "H", "H"], "coordinates": [[1.1113, 0.7198, -0.5020], [-1.0045, 0.4148, -3.9302], [-1.1237, -1.0319, -4.0092], [-0.6116, 0.7964, -2.5660], [0.0448, 0.8276, -4.8919], [-2.2856, 1.1255, -4.2137], [4.5943, -0.3483, 2.8676], [4.0874, 0.0255, 1.5732], [3.6876, 0.2943, 0.5235], [5.5862, -0.7880, 2.7633], [3.9949, -1.1134, 3.3609], [4.5635, 0.5037, 3.5467], [-2.1084, 0.3941, -0.4559], [-2.2707, -0.9499, -0.2975], [-2.6206, -1.1938, 1.0291], [-2.3612, 0.0427, 1.6993], [-2.0496, 1.0096, 0.7798], [-1.6421, 0.7343, -1.2848], [-2.1384, -1.6583, -1.1019], [-3.0589, -2.0619, 1.4990], [-2.4951, 0.1802, 2.7621], [-1.8998, 2.0770, 0.8487]], "forces_ev_per_angstrom": [[-0.7, -0.1, -0.9], [-1.1, 0.9, -4.2], [-0.5, -1.5, 0.7], [1.6, 0.8, 3.6], [0.2, 0.5, 0.5], [0.5, -0.6, 0.3], [0.1, -0.3, 0.8], [-0.6, 0.1, -1.3], [0.3, -0.1, 1.1], [0.1, 0.4, 0.1], [-0.3, 0.0, -0.4], [0.4, 0.1, -0.1], [1.0, -0.8, 1.4], [-1.2, -0.1, 0.6], [1.0, 1.0, -0.2], [-0.8, -0.3, 1.0], [-0.4, -0.6, -0.8], [0.3, 0.5, -1.7], [-0.3, 0.4, -0.3], [0.4, -0.2, -0.2], [0.0, 0.2, 0.0], [0.0, -0.1, 0.1]], "homo_lumo_gap_ha": 0.143, "e_homo_ev": -2.727, "charge": -1}

Record 4
{"formula": "C5H6O3", "method": "ωB97M-V/def2-TZVPD", "symbols": ["C", "C", "C", "C", "C", "O", "O", "O", "H", "H", "H", "H", "H", "H"], "coordinates": [[-2.1606, -0.7782, 0.1326], [-0.4506, 1.4397, -0.2099], [2.0142, -0.3981, 1.2467], [-1.0740, 0.0943, 0.1825], [1.2704, 0.0025, 0.1125], [-1.8115, -0.1722, 1.3576], [0.8946, 1.2281, -0.4830], [2.2589, -0.8069, -0.1411], [-3.1769, -0.4255, -0.2160], [-1.8981, -1.8857, 0.0636], [-0.8232, 1.7765, -1.1720], [-0.5766, 2.0609, 0.6304], [2.9496, 0.0651, 1.5999], [1.4690, -1.0575, 1.8395]], "forces_ev_per_angstrom": [[-2.5, -2.2, -1.3], [-1.1, -1.7, -1.1], [2.0, 1.1, 0.6], [4.8, 0.6, 1.2], [-5.1, 2.0, -0.4], [1.0, 0.8, 0.1], [2.5, -1.3, 0.0], [0.3, -0.8, -1.4], [1.2, -0.7, 0.1], [-0.8, 1.4, -0.1], [-0.6, 0.7, 0.2], [-0.4, 1.3, 0.8], [-0.9, 0.1, 0.2], [-0.2, -1.4, 1.2]], "homo_lumo_gap_ha": [0.311, 0.308], "e_homo_ev": [-7.699, -7.653], "charge": 0}

Record 5
{"formula": "C4H5ClOS", "method": "ωB97M-V/def2-TZVPD", "symbols": ["O", "C", "S", "C", "C", "C", "Cl", "H", "H", "H", "H", "H"], "coordinates": [[1.3648, 0.3663, -2.2674], [0.5025, -0.2078, -1.6405], [-1.2415, -0.1373, -2.2674], [0.6262, -0.9121, -0.3183], [0.2194, -0.3759, 0.8745], [-0.1878, 1.0276, 1.2143], [0.3349, 1.4358, 2.8403], [-1.6813, -1.1331, -1.4838], [1.1275, -1.8685, -0.3643], [0.0743, -1.1131, 1.6744], [-1.2922, 1.1484, 1.2221], [0.1532, 1.7696, 0.5160]], "forces_ev_per_angstrom": [[-0.9, -0.9, 0.9], [0.2, 1.3, -0.6], [0.9, -0.2, 0.3], [-0.4, 1.5, 1.3], [0.2, -1.6, -1.5], [-1.6, -0.4, -0.7], [0.4, 0.2, 0.5], [-0.1, 0.1, 0.0], [-0.5, -0.4, 0.1], [0.7, 0.5, 0.0], [0.6, -0.3, 0.0], [0.5, 0.2, -0.2]], "smiles": "O=C(S)/C=C\\CCl", "homo_lumo_gap_ha": 0.374, "e_homo_ev": -10.068, "charge": 0}

Record 6
{"formula": "C4H13N4O", "method": "ωB97M-V/def2-TZVPD", "symbols": ["C", "C", "O", "N", "H", "H", "H", "H", "H", "C", "C", "N", "N", "N", "H", "H", "H", "H", "H", "H", "H", "H"], "coordinates": [[-3.0398, 0.4686, -1.5045], [-1.6467, 0.5040, -1.0397], [-0.8727, -0.4507, -1.0576], [-1.2386, 1.6324, -0.3461], [-3.1565, -0.0653, -2.4690], [-3.6215, 1.4370, -1.3506], [-0.5005, 1.5804, 0.3256], [-1.8936, 2.4276, -0.1513], [-3.6618, -0.2300, -0.8893], [2.2339, -0.9266, -0.8753], [1.1562, -0.2652, 1.2092], [1.2256, 0.4018, 2.3784], [2.0351, 0.0431, 0.2115], [0.4080, -1.3357, 1.0614], [1.8764, 1.1230, 2.5832], [0.6061, 0.0972, 3.1241], [2.9579, 0.3192, 0.5295], [0.6461, -1.9958, 0.3249], [-0.5223, -1.4421, 1.4434], [2.5756, -1.9067, -0.4248], [3.0688, -0.5421, -1.5051], [1.3644, -0.8740, -1.5780]], "forces_ev_per_angstrom": [[-2.6, -0.1, -0.1], [1.4, 0.0, 2.1], [-0.6, 0.3, -0.9], [-2.0, 1.4, -0.2], [0.2, 1.0, 0.1], [1.0, -1.1, -0.9], [0.5, -0.2, -0.2], [0.9, -1.4, -0.5], [1.0, 0.3, 0.2], [0.5, 0.3, -1.1], [2.1, -0.1, 0.0], [-1.6, -0.9, -0.3], [0.2, -0.6, 0.7], [-0.5, -0.7, 0.2], [0.3, 0.6, -0.2], [0.4, 0.2, -0.2], [-0.4, 0.6, 0.3], [-0.4, 0.6, 0.0], [0.3, 0.1, 0.2], [-0.7, 0.7, -0.9], [-0.4, -0.3, 0.7], [0.5, -0.8, 1.0]], "homo_lumo_gap_ha": 0.380, "e_homo_ev": -13.322, "charge": 1}

In kJ/mol, the energy above the lowest of the compared OMol25 structures with the same formula, charge and spin values for the records above are, in order, 85.6, 0.0, 123.6, 662.8, 58.3, 149.2.
In Ha, the calculated total energy values for the records above are, in order, -3779.9722, -3101.0922, -1642.0837, -419.5870, -1088.9965, -454.2709.